Record 1
C31H46BrN3OP2Ti | the ωB97M-V functional and the def2-TZVPD basis

Geometry as XYZ:
```
85
Properties=species:S:1:pos:R:3:forces:R:3:mulliken_spin:R:1
H -1.832 4.724 -2.206 0.0 -0.4 -0.2 0.000
H -1.649 -0.130 -4.148 -0.2 0.2 0.2 0.004
H -2.891 -0.537 0.545 -0.1 -0.1 0.5 -0.020
H -0.736 3.201 2.823 0.2 0.1 0.0 -0.009
C 2.063 1.846 -1.024 0.4 -0.5 0.8 0.026
C -3.373 1.324 4.876 -0.1 0.3 0.0 0.012
H 0.537 -0.722 -3.931 -0.1 0.4 -0.1 -0.017
H -0.317 2.889 -1.367 -0.2 -0.2 0.0 -0.001
H 0.863 3.003 2.099 -0.2 -0.1 0.0 0.004
H 0.867 0.510 -2.765 0.2 0.0 0.3 -0.017
C 4.127 2.170 0.115 -0.1 -0.5 0.6 0.003
C 0.370 0.338 -3.710 1.0 0.0 -0.8 0.036
C 3.270 2.504 -0.919 0.1 0.2 -0.3 0.003
H -1.261 1.003 4.479 -0.4 0.1 -0.2 0.000
H -1.137 3.764 -3.530 -0.2 -0.1 0.4 0.000
H -0.301 -4.357 -5.093 0.2 0.2 0.2 0.000
H -0.026 1.167 1.044 -0.3 0.1 0.9 0.037
H 3.702 -3.743 2.464 -0.2 0.0 0.1 0.000
C 3.682 1.324 1.153 -0.4 -0.5 -0.9 0.001
H -4.352 1.157 4.408 0.2 0.0 0.2 -0.001
H 2.522 -3.644 0.247 0.0 0.5 0.6 0.001
H 3.459 -2.232 -2.743 -0.3 -0.1 0.0 -0.001
H 5.155 2.512 0.095 -0.1 0.2 0.1 0.000
H -4.921 0.803 1.780 0.0 -0.1 0.1 -0.011
H 2.032 0.004 1.767 0.6 0.2 -0.6 -0.043
H -0.532 -2.862 -0.613 0.1 -0.1 -0.2 0.009
H 5.851 2.456 2.092 0.0 -0.4 0.2 0.000
C 0.832 -2.187 3.432 0.1 0.0 0.0 0.003
C -3.106 -0.433 1.630 -0.2 0.7 -1.8 0.127
C -2.234 0.688 4.062 0.0 0.9 0.6 0.061
C 4.528 0.851 2.291 1.4 -0.6 1.3 0.000
H -2.248 -0.408 4.209 -0.1 0.3 -0.7 0.030
H -2.741 -1.316 2.153 0.3 0.2 0.1 0.044
H -3.738 1.652 -2.811 -0.2 -0.2 0.3 -0.002
N 1.714 0.870 -0.142 0.4 1.4 0.9 -0.031
C 1.130 -1.715 -1.427 0.5 -1.7 -1.4 -0.003
H -3.389 0.888 5.885 0.0 0.2 -0.3 0.000
C -3.451 0.854 -2.110 -0.7 0.3 0.1 0.003
C -1.099 0.692 -3.680 -0.3 0.3 -0.6 0.010
C 2.771 -3.497 -4.338 -0.6 0.3 0.2 0.000
H 3.543 3.230 -1.686 0.0 -0.2 0.3 0.000
P -1.668 0.941 -1.983 -0.2 -0.1 -0.4 0.036
C -3.985 -0.493 -2.593 -0.3 -0.2 -0.2 0.003
H 6.201 1.315 3.322 0.1 -0.1 -0.2 0.000
H 2.069 -1.203 -1.172 0.1 -0.7 0.2 0.003
H 1.393 2.087 -1.851 0.3 -0.3 0.3 0.000
N 1.738 -4.053 -4.980 0.3 -0.3 -0.2 -0.001
C 2.101 -3.169 1.148 0.1 0.0 0.1 0.012
C 2.587 -2.687 -3.211 0.1 -0.4 -0.4 0.000
C 0.205 -2.099 2.182 0.4 0.0 0.0 -0.038
H -5.194 -0.766 1.072 0.3 0.0 0.1 0.001
N 5.743 1.507 2.440 -1.2 -0.1 0.1 0.000
O 4.211 -0.117 2.986 0.1 1.5 -1.1 -0.001
C -4.620 -0.247 1.845 -0.4 0.1 0.1 0.022
H 3.778 -3.696 -4.729 -0.5 0.1 0.1 0.000
C 0.227 -3.111 -3.372 0.3 -0.4 -0.8 0.014
H -3.228 2.412 4.977 -0.1 -0.4 0.0 -0.002
H -4.958 -0.648 2.807 0.2 0.2 -0.1 0.001
H -1.916 2.875 -0.671 0.0 0.0 0.0 0.008
Ti -0.003 -0.304 -0.622 -0.2 0.9 0.3 0.894
C 2.728 -3.268 2.385 -0.3 0.4 0.5 0.001
C 2.452 0.684 1.004 -0.3 0.5 -1.5 0.063
C 0.501 -3.873 -4.527 0.2 0.6 0.8 0.003
C -1.368 2.696 -1.607 -0.1 0.8 0.0 0.012
C -1.816 3.720 -2.663 0.0 0.4 0.0 0.002
H -5.032 -0.621 -2.284 0.3 0.0 -0.2 0.000
H -3.954 -0.531 -3.689 0.0 -0.1 0.3 0.000
C -0.331 1.164 2.118 -0.2 1.1 -1.6 0.029
H 0.957 0.924 -4.437 -0.4 -0.2 0.1 0.001
H 0.302 -1.849 4.313 0.1 0.0 0.1 -0.001
H -0.818 -1.699 2.078 0.6 -0.3 0.2 -0.019
H -2.827 3.527 -3.034 0.2 0.0 0.1 0.000
Br 2.981 -2.813 5.148 0.6 0.0 1.3 0.000
H -3.420 -1.351 -2.206 0.0 0.1 0.0 0.001
H -3.868 1.121 -1.128 0.0 0.0 -0.2 0.003
H 0.173 0.329 2.600 -0.5 -0.3 0.1 0.007
H 0.566 2.400 3.725 -0.3 -0.1 -0.3 0.000
C 0.114 2.516 2.731 0.0 0.2 0.2 0.041
C 1.298 -2.519 -2.696 -0.1 0.4 0.7 -0.050
C 0.301 -2.215 -0.318 0.0 -1.1 0.3 0.076
P -2.161 1.053 2.219 0.6 -2.5 2.9 0.617
H -1.328 1.614 -4.240 0.0 -0.4 0.0 -0.005
H -0.809 -2.966 -3.073 0.2 -0.1 0.2 0.003
C 0.871 -2.508 1.024 -0.2 0.0 0.0 0.001
C 2.124 -2.717 3.554 -0.9 -0.4 -2.7 0.001
```
Forces are in eV/Å.

Summary:
2S+1: 3
E_LUMO (spin up / spin down): -5.96 / -9.78 eV
ΔE to the lowest compared entry with this formula, charge and spin: 88.0 kcal per mole
Charge: +2
Kohn-Sham gap (spin up / spin down): 0.2461 / 0.1051 Eh
HOMO level (spin up / spin down): -12.66 / -12.64 eV



Record 2
C11H15MnO8P | the ωB97M-V functional and the def2-TZVPD basis

Geometry as XYZ:
```
36
Properties=species:S:1:pos:R:3:forces:R:3:mulliken_spin:R:1
H 0.423 0.438 3.532 -0.2 0.2 0.1 -0.005
C 1.013 1.755 0.239 5.8 9.9 1.8 -0.014
H 0.302 1.518 5.774 -0.1 0.2 -0.2 0.000
O 1.486 -1.363 2.116 -2.3 2.8 -3.8 0.135
H -1.183 0.186 4.267 0.1 0.2 -0.1 0.001
Mn 0.065 0.189 -0.017 1.1 -0.1 -1.0 4.464
C -4.750 -1.199 0.871 -0.1 -0.2 0.0 0.001
C -0.992 -1.319 -0.063 -6.5 -9.7 -0.4 -0.045
C 1.585 -0.715 -1.546 2.9 -2.9 -3.4 0.181
H -4.142 4.037 2.887 0.1 0.0 -0.1 0.000
O -2.836 0.141 1.498 1.6 0.6 -0.8 0.026
O 2.172 -1.414 -2.240 -2.0 2.4 2.4 -0.005
H -4.508 0.911 0.455 0.4 -0.3 0.0 0.002
O -1.133 1.616 2.741 0.4 -1.1 -1.6 0.049
O -1.514 1.414 -2.263 2.6 -1.9 3.4 0.107
P -1.509 1.075 1.264 -6.1 3.5 4.4 -0.150
C 1.008 -0.735 1.256 6.1 -6.2 8.3 -0.019
O -2.112 2.436 0.643 1.4 -1.6 0.0 0.005
H -3.459 -0.159 -0.531 0.0 0.1 0.1 -0.003
C -0.159 2.005 4.904 0.0 0.1 0.2 0.000
C -3.650 3.148 2.487 0.0 -0.2 0.2 0.002
H -1.050 2.546 5.253 0.2 -0.3 -0.2 0.000
H -4.196 -2.137 0.766 -0.1 0.1 0.1 0.000
C -3.913 -0.015 0.457 -0.1 0.2 0.6 0.010
H -1.802 4.115 1.856 -0.1 -0.2 -0.1 0.001
H 0.548 2.737 4.500 -0.1 -0.2 0.1 0.000
O -1.666 -2.261 0.023 2.9 4.0 -0.2 0.114
C -2.655 3.568 1.443 -0.1 0.5 -0.3 0.001
H -5.632 -1.271 0.222 0.2 0.1 0.1 0.000
H -3.118 4.174 0.662 0.1 0.0 0.1 0.000
H -4.426 2.508 2.062 0.0 0.1 0.1 0.000
O 1.497 2.782 0.487 -2.2 -4.3 -0.9 0.117
H -3.157 2.633 3.316 -0.3 0.1 -0.1 -0.001
C -0.846 0.944 -1.442 -5.5 4.3 -8.6 0.017
H -5.093 -1.091 1.909 0.1 0.0 -0.3 0.000
C -0.488 0.942 3.880 -0.1 -0.2 0.2 0.009
```
Forces are in eV/Å.

Summary:
2S+1: 6
E_LUMO (spin up / spin down): -8.30 / -11.64 eV
ΔE to the lowest compared entry with this formula, charge and spin: 0.0 kcal per mole
Charge: +2
Kohn-Sham gap (spin up / spin down): 0.2877 / 0.2232 Eh
HOMO level (spin up / spin down): -16.13 / -17.72 eV



Record 3
C21H18HgN3O3 | the ωB97M-V functional and the def2-TZVPD basis

Geometry as XYZ:
```
46
Properties=species:S:1:pos:R:3:forces:R:3:mulliken_spin:R:1
C 1.263 -4.224 -2.245 0.0 -0.1 0.0 0.005
C 2.334 -2.876 -4.185 0.0 0.0 0.0 0.000
C -1.439 2.636 0.169 0.0 0.0 0.0 -0.016
H 0.146 -9.194 -2.216 0.0 0.0 0.0 0.000
H -1.688 0.955 -1.107 0.0 0.0 0.0 0.012
H -3.522 7.668 1.087 0.0 0.0 0.0 0.000
H 0.360 4.763 3.304 0.0 0.0 0.0 -0.004
C -2.749 7.604 1.840 0.0 0.0 0.0 0.038
O 0.188 -3.339 -0.228 0.1 0.7 -0.2 -0.001
C 1.312 -6.674 -2.404 0.0 0.0 0.1 0.000
Hg 0.290 -1.230 -0.441 -0.2 -0.6 0.4 -0.016
C 0.297 -5.608 -0.488 0.0 0.1 0.0 -0.001
C -1.145 1.397 -0.283 0.0 0.1 0.0 0.160
N -0.137 0.624 0.279 0.1 -0.1 -0.2 0.199
H 1.705 -2.289 -4.854 0.0 0.0 0.0 0.000
H 0.921 2.749 2.642 0.0 0.0 0.0 0.018
C -1.047 4.528 1.715 0.0 0.0 0.0 0.015
C -1.506 8.560 3.694 0.0 0.0 0.0 0.039
C 1.598 -5.433 -2.900 0.0 0.0 0.0 0.000
C 1.610 -2.971 -2.860 0.0 0.1 -0.1 0.001
H -1.346 9.395 4.364 0.0 0.0 0.0 0.004
C -0.719 3.216 1.255 0.0 0.0 0.0 0.259
H 1.720 -9.226 -1.371 0.0 0.0 0.0 0.000
N -1.996 5.292 1.207 0.0 0.0 0.0 0.124
C -0.965 6.390 2.931 0.0 0.0 0.0 0.027
H 2.595 -3.806 -4.673 0.0 0.0 0.0 0.000
H -0.216 -5.677 0.461 0.0 0.0 0.0 0.000
C 0.583 -4.324 -0.986 0.0 -0.1 0.1 -0.001
C 0.312 2.408 1.814 0.0 0.0 0.0 -0.019
H -3.104 9.546 2.655 0.0 0.0 0.0 0.000
H 0.058 7.366 4.571 0.0 0.0 0.0 -0.002
H 1.595 -7.555 -2.957 0.0 0.0 0.0 0.000
H 1.358 0.558 1.754 0.0 0.0 0.0 0.011
C 0.643 -6.753 -1.165 0.0 -0.1 -0.1 0.000
C -1.965 6.457 1.946 0.0 0.0 0.0 -0.016
C -0.716 7.428 3.816 0.0 0.0 0.0 -0.012
H 2.109 -5.392 -3.848 0.0 0.0 0.0 0.000
C 0.640 -9.129 -1.244 0.0 0.0 0.0 0.000
O 1.352 -1.853 -2.371 0.0 0.0 0.0 0.001
H 3.242 -2.299 -4.012 0.0 0.0 0.0 0.000
N -0.391 5.147 2.763 0.0 0.0 0.0 0.032
H -2.234 3.199 -0.298 0.0 0.0 0.0 0.014
C 0.576 1.170 1.330 0.0 0.0 0.0 0.145
H 0.280 -9.928 -0.603 0.0 0.0 0.0 0.000
C -2.508 8.645 2.719 0.0 0.0 0.0 -0.018
O 0.307 -7.920 -0.578 0.0 0.0 0.0 0.000
```
Forces are in eV/Å.

Summary:
2S+1: 2
E_LUMO (spin up / spin down): -0.07 / -0.07 eV
Kohn-Sham gap (spin up / spin down): 0.1916 / 0.2805 Eh
HOMO level (spin up / spin down): -5.28 / -7.70 eV